[1]
{
  "formula": "C3H4OS",
  "method": "ωB97M-V/def2-TZVPD",
  "symbols": ["C", "C", "C", "O", "S", "H", "H", "H", "H"],
  "positions_angstrom": [[1.35106, 0.23098, -0.25681], [-2.36632, -0.50275, 0.43566], [0.48930, 0.86546, 0.50631], [-2.99609, -0.66876, -0.51796], [1.10126, -1.53584, -0.70687], [2.30322, 0.49541, -0.58376], [0.70845, 1.83664, 0.75673], [-0.41874, 0.49610, 0.96897], [-0.17213, -1.21724, -0.60227]],
  "forces_ev_per_a": [[-0.9, -2.9, 0.4], [-2.3, -0.7, -2.9], [-0.1, -0.8, -0.1], [1.9, 0.5, 2.9], [0.1, 1.3, 0.2], [1.2, 1.3, -0.4], [0.5, 2.3, 0.5], [0.3, -0.4, -0.4], [-0.8, -0.8, -0.1]],
  "nbo_charge": [-0.270, 0.508, -0.434, -0.496, -0.035, 0.207, 0.199, 0.211, 0.110],
  "charge": 0,
  "homo_lumo_gap_ev": 9.6,
  "relative_energy_ev": 1.3815,
  "e_homo_ha": -0.3253,
  "lumo_energy_ev": 0.75
}

***

[2]
{
  "formula": "C3H4OS",
  "method": "ωB97M-V/def2-TZVPD",
  "symbols": ["C", "C", "C", "O", "S", "H", "H", "H", "H"],
  "positions_angstrom": [[0.53388, -0.32024, 0.32838], [1.28101, 0.60836, -0.36492], [-0.80659, 0.05907, 0.31375], [-1.82801, -0.75456, 0.24224], [0.29186, 1.48015, -1.41701], [0.86714, -1.25762, 0.74782], [2.34847, 0.74627, -0.30415], [-1.57078, -1.64509, -0.03726], [-1.11699, 1.08366, 0.49115]],
  "forces_ev_per_a": [[0.1, -0.2, 0.3], [-0.7, 0.2, -0.6], [0.1, 0.2, 0.0], [-0.7, -0.6, 0.2], [0.8, 0.5, -0.4], [0.1, -0.1, 0.1], [0.2, 0.1, 0.1], [0.1, 0.2, 0.0], [0.0, -0.2, 0.2]],
  "nbo_charge": [-0.468, -0.264, 0.320, -0.622, -0.107, 0.224, 0.217, 0.493, 0.208],
  "charge": 0,
  "homo_lumo_gap_ev": 7.8,
  "smiles": "O/C=C/C=S",
  "relative_energy_ev": 1.8001,
  "e_homo_ha": -0.2891,
  "lumo_energy_ev": -0.10
}

***

[3]
{
  "formula": "C3H4OS",
  "method": "ωB97M-V/def2-TZVPD",
  "symbols": ["C", "C", "C", "O", "S", "H", "H", "H", "H"],
  "positions_angstrom": [[0.12420, 2.48620, 1.00552], [-0.73968, 1.87238, 0.44324], [-0.26879, -0.87090, -0.14675], [-2.92279, 0.07228, -0.13045], [-1.61212, 0.29259, -0.68033], [0.85490, 3.15807, 1.42359], [-0.08276, -1.50423, -0.91990], [-0.42058, -1.39812, 0.84019], [0.57258, -0.08506, 0.00017]],
  "forces_ev_per_a": [[1.4, 1.0, 0.3], [-1.4, 0.8, 0.5], [0.3, 2.9, 2.6], [-2.7, -0.2, 1.5], [3.5, -1.5, -1.4], [-0.2, -0.5, 0.0], [0.6, -2.0, -2.0], [-0.4, 0.7, -1.2], [-1.2, -1.4, -0.2]],
  "nbo_charge": [-0.377, -0.318, -0.780, -0.680, 1.174, 0.236, 0.222, 0.263, 0.259],
  "s_squared": 2.0129,
  "charge": 0,
  "spin_multiplicity": 3,
  "homo_lumo_gap_ev": [7.3, 6.8],
  "relative_energy_ev": 4.7175,
  "e_homo_ha": [-0.2412, -0.3664],
  "lumo_energy_ev": [0.77, -3.18]
}